{"formula": "C57H52AsNOP2SV", "method": "ωB97M-V with the def2-TZVPD basis set", "e_homo_ev": [-14.904, -14.907], "charge": 3, "relative_energy_ev": 0.0000, "e_lumo_ev": [-8.7, -8.1], "spin_multiplicity": 3, "total_energy_ha": -6593.05546, "species": ["V", "O", "S", "C", "C", "C", "C", "C", "C", "C", "C", "C", "C", "P", "C", "C", "C", "C", "C", "C", "C", "C", "C", "C", "C", "C", "C", "C", "C", "C", "C", "C", "C", "C", "C", "C", "C", "C", "P", "C", "C", "C", "C", "C", "C", "C", "C", "C", "C", "C", "C", "C", "C", "H", "H", "H", "H", "H", "H", "H", "H", "H", "H", "H", "H", "H", "H", "H", "H", "H", "H", "H", "H", "H", "H", "H", "H", "H", "H", "H", "H", "H", "H", "H", "H", "H", "H", "H", "H", "N", "H", "H", "H", "C", "As", "C", "C", "C", "C", "C", "C", "C", "C", "H", "H", "H", "H", "H", "H", "H", "H", "H", "H", "H", "H", "H"], "positions_angstrom": [[12.3351, 16.7955, 11.7365], [13.0423, 18.6000, 12.4633], [12.3653, 19.0716, 11.1494], [13.3684, 19.9945, 10.1104], [12.8437, 20.9491, 9.2929], [13.6730, 21.7827, 8.4929], [15.0272, 21.5421, 8.5165], [16.0897, 22.1465, 7.7097], [17.3921, 21.5068, 8.2156], [16.9566, 20.4285, 9.1436], [17.6252, 19.4358, 9.7944], [16.8259, 18.4432, 10.4986], [15.4406, 18.4864, 10.6232], [14.6838, 16.8709, 10.8406], [15.7489, 15.9606, 11.9420], [16.8854, 15.3297, 11.4622], [17.7297, 14.7998, 12.4103], [17.4878, 14.9232, 13.7654], [16.4102, 15.6545, 14.2545], [15.5576, 16.2024, 13.3007], [14.9495, 16.1417, 9.1997], [14.9404, 16.9556, 8.0732], [15.1212, 16.3886, 6.8293], [15.2378, 15.0304, 6.6748], [15.1777, 14.1869, 7.7930], [15.0654, 14.7620, 9.0572], [14.7557, 19.6527, 10.1041], [15.5507, 20.5272, 9.3112], [10.9862, 19.9991, 11.5966], [11.2863, 21.2018, 12.2001], [10.2802, 22.0861, 12.4770], [9.0159, 21.8179, 11.9973], [7.7902, 22.5955, 12.0990], [6.6635, 21.7987, 11.3663], [7.3881, 20.5106, 10.9994], [6.9291, 19.4226, 10.3804], [7.8049, 18.2909, 10.2437], [9.1457, 18.3833, 10.5841], [10.1963, 16.9398, 10.4006], [10.7946, 16.9544, 8.6182], [10.3118, 17.9499, 7.7922], [10.5236, 17.9172, 6.4082], [11.2535, 16.8574, 5.9038], [11.8518, 15.8844, 6.7540], [11.5059, 15.8730, 8.0894], [9.1348, 15.4500, 10.5600], [9.2448, 14.4014, 9.6706], [8.3363, 13.3984, 9.6406], [7.2941, 13.4291, 10.5377], [7.2043, 14.4329, 11.5405], [8.1240, 15.4871, 11.5355], [9.6885, 19.5899, 11.1088], [8.7153, 20.5959, 11.3770], [11.8208, 21.1555, 9.2085], [13.1711, 22.4865, 7.8868], [16.1493, 23.2226, 7.7458], [15.9794, 21.8335, 6.6917], [17.9773, 22.2530, 8.8387], [17.9908, 21.0755, 7.4148], [18.7386, 19.2742, 9.7430], [17.4473, 17.6270, 10.9135], [17.1327, 15.1734, 10.4002], [18.5933, 14.2262, 12.0697], [18.2212, 14.4880, 14.4714], [16.2490, 15.7116, 15.3505], [14.7842, 16.8775, 13.5258], [14.9080, 18.0186, 8.2532], [15.1824, 17.1248, 6.0398], [15.5719, 14.6327, 5.7552], [15.3157, 13.1376, 7.6336], [15.0845, 14.0075, 9.8737], [12.2722, 21.3125, 12.5880], [10.4364, 23.0006, 13.0153], [7.8847, 23.5844, 11.6389], [7.5807, 22.8182, 13.1894], [6.3843, 22.3550, 10.4261], [5.7430, 21.7215, 11.9398], [5.8755, 19.3625, 10.1120], [7.4711, 17.3370, 9.8189], [9.7388, 18.7288, 8.2591], [10.1280, 18.6608, 5.6653], [11.3402, 16.6834, 4.8563], [12.3648, 15.0556, 6.2748], [11.9206, 15.1126, 8.7805], [9.9580, 14.4168, 8.8244], [8.3236, 12.6116, 8.9076], [6.6353, 12.5351, 10.5101], [6.3856, 14.3230, 12.2270], [8.0391, 16.3169, 12.1905], [11.1437, 16.9809, 13.5228], [11.8632, 16.9469, 14.2646], [10.4488, 16.2138, 13.6826], [10.7017, 17.8559, 13.5692], [10.9646, 13.3981, 13.0969], [12.5234, 14.0885, 12.2406], [12.3840, 12.9923, 10.5790], [13.9553, 13.1628, 13.3707], [13.7808, 11.7137, 13.3928], [13.1365, 11.0789, 14.3990], [12.8593, 9.7096, 14.3688], [13.2306, 8.9826, 13.2630], [13.9050, 9.5952, 12.1754], [14.2434, 10.9349, 12.3334], [11.0355, 12.3479, 13.4265], [10.1026, 13.3877, 12.4255], [10.5814, 13.9641, 13.9662], [12.3524, 11.8961, 10.8035], [13.0940, 13.2416, 9.8518], [11.3403, 13.1654, 10.1922], [13.8588, 13.6554, 14.3495], [14.9292, 13.5019, 12.9378], [12.8026, 11.6583, 15.2220], [12.4823, 9.1663, 15.2102], [12.9947, 7.9049, 13.2047], [14.3081, 9.0515, 11.3361], [14.8445, 11.3671, 11.5229]], "mulliken_charge": [-0.39, -0.91, 3.22, 0.65, -0.44, -1.55, -0.02, -0.87, -0.65, 0.03, -1.39, -0.22, 0.22, 2.67, 0.81, -0.77, -0.80, -0.71, -0.78, -0.99, 0.40, -0.74, -0.60, -1.17, -1.11, -0.83, -1.94, 1.70, 0.13, -0.70, -1.65, 0.48, -0.80, -0.86, -0.09, -1.00, 0.26, -0.47, 1.40, 1.41, -0.59, -0.95, -0.98, -0.97, 0.10, 1.11, -0.77, -0.57, -0.59, -1.12, -0.68, -0.55, 0.55, 0.78, 0.55, 0.42, 0.29, 0.30, 0.37, 0.43, 0.32, 0.49, 0.47, 0.44, 0.45, 0.63, 0.16, 0.53, 0.51, 0.59, 1.18, 0.75, 0.54, 0.36, 0.34, 0.31, 0.40, 0.50, 0.72, 0.47, 0.44, 0.49, 0.57, -0.01, 0.53, 0.52, 0.37, 0.50, 0.69, -0.60, 0.35, 0.19, 0.22, -1.08, 0.87, -0.85, -0.40, -0.25, -0.21, -0.86, -0.34, -0.94, 0.03, 0.40, 0.06, 0.51, 0.56, 0.32, -0.18, 0.73, -0.04, 0.50, 0.46, 0.38, 0.47, 0.40]}